{
  "formula": "C42H37N4O4P2Zn",
  "method": "ωB97M-V with the def2-TZVPD basis set",
  "multiplicity": 1,
  "charge": 1,
  "homo_ev": -11.2,
  "gap_ev": 8.59,
  "de_lowest_kj_mol": 68.29,
  "species": ["Zn", "P", "P", "O", "O", "O", "O", "N", "N", "N", "N", "C", "C", "C", "C", "C", "C", "C", "C", "C", "C", "C", "C", "C", "C", "C", "C", "C", "C", "C", "C", "C", "C", "C", "C", "C", "C", "C", "C", "C", "C", "C", "C", "C", "C", "C", "C", "C", "C", "C", "C", "C", "C", "H", "H", "H", "H", "H", "H", "H", "H", "H", "H", "H", "H", "H", "H", "H", "H", "H", "H", "H", "H", "H", "H", "H", "H", "H", "H", "H", "H", "H", "H", "H", "H", "H", "H", "H", "H", "H"],
  "xyz": [[1.5913, -1.8419, 0.0953], [0.0136, 1.5001, 0.1913], [-2.3697, -0.2377, 0.5376], [2.7075, -3.7826, -0.1388], [-1.4260, -1.1833, -0.1090], [1.0707, 0.4487, 0.1822], [0.6806, -3.6999, 0.3623], [1.7539, -1.7599, -2.1354], [3.5115, -1.0486, -0.2507], [2.5275, -1.6070, 2.1747], [1.6834, -4.4296, 0.1169], [2.9532, -1.3236, -2.5511], [-5.7636, 1.0517, -2.2330], [-0.5117, -2.5495, -2.5493], [0.8408, 4.9988, 2.1835], [2.2594, -1.4169, -4.8334], [-0.0587, 1.3022, -2.5502], [-4.1185, -1.1497, 4.1489], [-5.6232, 1.6744, -0.9987], [1.7781, 3.5612, 0.0041], [3.7325, -1.0204, 2.1170], [0.6902, -2.5813, 3.4035], [-0.6866, 1.8477, -1.4366], [-2.2505, 2.9745, -2.8714], [0.2337, 3.7998, 1.8386], [-1.7762, 2.6999, -1.6003], [4.3406, -0.9118, 0.7746], [-1.6417, 2.4009, -3.9808], [1.9880, -1.8627, 3.3683], [2.6090, -1.4586, 4.5495], [-1.4754, 1.2084, 1.2347], [-4.8496, 0.0895, -2.6358], [-3.5177, -0.4094, 3.1415], [3.2333, -1.1207, -3.8933], [-4.5254, -2.4543, 3.9096], [-4.3608, -3.0172, 2.6502], [-3.3093, -0.9870, 1.8941], [-3.7969, -0.2595, -1.8035], [3.9648, -1.0760, -1.4984], [2.3806, 4.7577, 0.3497], [6.1979, -0.7763, -0.7148], [1.0509, -1.9224, -4.4023], [3.8140, -0.7910, 4.4892], [1.9104, 5.4760, 1.4418], [4.3960, -0.5795, 3.2512], [5.3212, -0.9396, -1.7724], [-0.5425, 1.5700, -3.8217], [-3.7523, -2.2859, 1.6449], [-4.5632, 1.3436, -0.1724], [0.7038, 3.0763, 0.7496], [0.8197, -2.0810, -3.0352], [-3.6451, 0.3785, -0.5776], [5.7087, -0.7600, 0.5791], [5.6959, -0.9942, -2.7829], [-3.5692, -2.7265, 0.6715], [0.8089, 0.6711, -2.3978], [-4.6920, -4.0289, 2.4578], [-4.4607, 1.8235, 0.7953], [-3.0972, -1.0359, -2.0824], [-2.1119, 2.0932, 1.2221], [-0.4092, -3.1900, -1.6759], [6.3844, -0.6706, 1.4161], [-0.6017, 3.4353, 2.4237], [2.3805, 6.4115, 1.7143], [-1.0802, -1.6725, -2.2374], [4.3045, -0.4471, 5.3899], [-4.9700, -3.0358, 4.7065], [0.4410, -2.9199, 4.4061], [-2.2502, 3.1587, -0.7402], [0.2750, -2.1848, -5.1080], [-3.2010, 0.6067, 3.3456], [-0.0570, 1.1377, -4.6875], [-4.9715, -0.4013, -3.5924], [4.1890, -0.7292, -4.2071], [-3.0914, 3.6428, -3.0004], [2.1303, 2.9863, -0.8452], [0.6935, -3.4275, 2.7199], [3.2120, 5.1342, -0.2311], [5.3454, -0.0705, 3.1755], [2.1354, -1.6698, 5.4979], [2.4485, -1.2513, -5.8855], [-4.2639, -0.7114, 5.1278], [-0.0869, -1.9098, 3.0586], [-6.3521, 2.4055, -0.6747], [-1.0567, -3.0681, -3.3356], [7.2595, -0.6823, -0.8982], [0.4766, 5.5624, 3.0322], [-1.1491, 0.9927, 2.2545], [-2.0215, 2.6114, -4.9718], [-6.5889, 1.3194, -2.8792]],
  "atomic_forces_ev_per_a": [[-0.0059, 0.3540, -0.0403], [-0.6230, 0.7410, 0.0855], [-0.3652, 0.2493, 0.5204], [-0.2986, -0.2612, 0.1077], [0.1708, -0.1294, 0.0052], [0.0598, -0.8053, 0.1002], [-0.0860, 0.5166, -0.0167], [-0.0620, -0.0183, 0.1270], [0.0436, -0.1425, -0.0900], [0.0504, 0.0369, -0.1509], [0.4200, -0.1333, -0.0814], [-0.2144, 0.0348, -0.3104], [0.0809, 0.0330, -0.0287], [0.0962, 0.0822, -0.0108], [0.0009, 0.0653, 0.0461], [-0.0785, -0.0152, 0.0513], [0.0089, -0.0956, 0.0863], [-0.0906, 0.0012, 0.0929], [-0.0170, 0.0894, 0.0595], [-0.0062, -0.0436, 0.0269], [-0.1271, 0.0617, 0.3537], [-0.1901, -0.1837, -0.1042], [0.3075, -0.0382, 0.0458], [-0.0462, 0.0360, 0.0128], [-0.0173, -0.0649, -0.0244], [0.0873, 0.0697, -0.0022], [0.2302, 0.0988, -0.1769], [0.0063, -0.0176, 0.0168], [0.1691, 0.1082, 0.1946], [0.0368, -0.0068, -0.0351], [0.2822, -0.4331, -0.3777], [-0.0855, 0.0044, -0.0641], [0.0839, -0.0050, -0.0255], [0.0824, 0.0353, 0.1100], [-0.0164, 0.0272, -0.0364], [-0.0280, 0.0080, 0.0063], [0.3485, -0.0124, -0.1492], [0.0429, 0.0485, 0.0748], [0.2797, 0.0692, 0.0614], [0.0061, -0.0306, -0.0375], [-0.0658, 0.0595, 0.0106], [0.1180, 0.0467, -0.0179], [-0.0426, -0.0009, -0.0107], [-0.0070, 0.0034, 0.0277], [0.0423, 0.0053, -0.0978], [-0.0594, 0.0110, -0.0145], [0.0025, -0.0135, -0.0587], [0.1213, -0.0115, 0.0140], [0.0083, -0.0559, -0.0278], [-0.0970, -0.2024, -0.0816], [-0.1485, -0.0019, -0.1609], [0.0488, -0.1670, 0.0570], [-0.0148, 0.0246, 0.0241], [-0.0131, -0.0086, -0.0046], [-0.0367, -0.0620, 0.0404], [-0.0361, -0.0463, -0.0733], [0.0137, -0.0025, 0.0078], [-0.0643, -0.0044, 0.0194], [0.0098, 0.0231, -0.0615], [0.0537, 0.0582, 0.0896], [-0.0609, -0.0040, -0.0089], [-0.0098, -0.0233, 0.0063], [0.0223, 0.0254, 0.0193], [-0.0074, 0.0083, -0.0003], [-0.0086, -0.0965, 0.0349], [-0.0036, -0.0103, 0.0111], [-0.0316, 0.0218, -0.0087], [0.0089, 0.0322, 0.0110], [-0.0086, 0.0256, -0.0598], [-0.0151, -0.0149, 0.0263], [0.0316, -0.0072, 0.0022], [-0.0016, -0.0028, 0.0107], [0.0219, -0.0100, -0.0011], [0.0051, 0.0003, 0.0112], [-0.0296, -0.0289, 0.0114], [0.0672, 0.0696, -0.0115], [0.0083, -0.0382, 0.0255], [0.0025, -0.0010, -0.0009], [-0.0035, -0.0107, -0.0254], [-0.0018, -0.0249, -0.0070], [0.0097, -0.0383, -0.0149], [0.0020, 0.0117, -0.0137], [-0.3849, 0.1440, -0.0862], [0.0209, 0.0367, -0.0218], [0.0439, -0.0308, -0.0197], [0.0071, -0.0104, 0.0067], [0.0002, -0.0021, 0.0017], [-0.0389, 0.0008, -0.0042], [0.0037, 0.0137, -0.0042], [-0.0190, -0.0245, 0.0055]]
}



{
  "formula": "C2F8NOPS",
  "method": "ωB97M-V with the def2-TZVPD basis set",
  "multiplicity": 1,
  "homo_ev": -10.5,
  "gap_ev": 11.03,
  "de_lowest_kj_mol": 269.37,
  "species": ["S", "P", "F", "F", "F", "F", "F", "F", "F", "F", "O", "N", "C", "C"],
  "xyz": [[0.7106, -0.7013, -0.0090], [1.5275, 2.2190, 0.2079], [1.4527, 2.6009, -1.3515], [-1.2866, 0.0737, 1.4120], [0.2910, 3.0730, 0.6404], [-1.1777, -2.0911, 1.5165], [-0.3055, -1.3800, -2.3808], [-1.8317, -1.2401, -0.8827], [-1.0997, 0.5020, -1.7411], [0.3308, -0.9854, 2.5307], [0.5818, 0.8653, 0.2368], [1.9903, -1.2924, -0.2904], [-0.4472, -0.9401, 1.4871], [-0.7363, -0.7036, -1.3758]],
  "atomic_forces_ev_per_a": [[-0.1103, -0.3826, -1.4886], [-0.1394, 0.0498, -0.9166], [0.0868, -0.4793, 0.8318], [-0.4074, -0.0624, 1.1506], [-0.0456, 0.6839, 0.3176], [0.7683, 0.9152, -0.4696], [0.6284, -0.8150, -1.1751], [-0.5112, -1.1075, 0.5000], [0.5623, 1.0965, -0.4593], [0.2361, 0.8350, 0.9172], [0.4415, 0.7570, -0.2141], [-0.7066, -0.2080, 0.3742], [-0.8024, -1.8785, -0.7474], [-0.0004, 0.5959, 1.3793]]
}